No. 1
{
  "formula": "C5H35NO13",
  "method": "ωB97M-V with the def2-TZVPD basis set",
  "elements": ["C", "C", "N", "C", "O", "C", "C", "O", "H", "H", "H", "H", "H", "H", "H", "H", "H", "H", "H", "H", "H", "O", "H", "H", "O", "H", "H", "O", "H", "H", "O", "H", "H", "O", "H", "H", "O", "H", "H", "O", "H", "H", "O", "H", "H", "O", "H", "H", "O", "H", "H", "O", "H", "H"],
  "xyz": [[1.9168, -0.2275, 0.5750], [0.5230, -0.7712, 0.1859], [0.7309, -2.0609, -0.4881], [0.0643, -3.2059, 0.1126], [0.2166, -3.2612, 1.5456], [-0.2176, 0.1480, -0.7932], [-0.4095, 1.5764, -0.3401], [0.4930, 0.2309, -2.0332], [1.9062, 0.8529, 0.7222], [2.6464, -0.4260, -0.2098], [2.1275, -0.6872, 1.5354], [-0.0736, -0.8137, 1.0907], [1.6811, -2.3560, -0.6686], [-1.0178, -3.1618, 0.0348], [0.5011, -4.0839, -0.3539], [1.1460, -3.3167, 1.8056], [-1.2462, -0.1479, -1.0193], [-1.0926, 1.7609, 0.5024], [-1.1217, 2.0664, -1.0216], [0.4360, 2.2489, -0.1976], [0.7051, -0.6615, -2.3263], [-0.6723, 2.6454, 2.4059], [-0.0568, 1.9548, 2.1519], [-0.9042, 3.0999, 1.5956], [2.2087, 3.4192, 1.6724], [1.9551, 2.9784, 2.4896], [3.0187, 3.9222, 1.7721], [-2.5635, -1.4794, 0.6202], [-1.8560, -1.5802, 1.2733], [-3.2426, -1.3693, 1.3034], [-2.4979, 0.3838, 2.4397], [-2.7885, 0.8803, 1.6639], [-2.7985, 0.9141, 3.1848], [3.5628, 3.5058, -1.2334], [3.6826, 3.2630, -0.3083], [2.7508, 3.0246, -1.4364], [-0.6303, -2.6559, -3.1996], [-0.5892, -3.4546, -3.7259], [0.0490, -2.5758, -2.5233], [4.4172, -0.0474, 1.9966], [4.7432, 0.8547, 2.0164], [4.2958, -0.3394, 1.0928], [-0.0981, 1.6191, -4.6453], [-0.5176, 0.9225, -4.1271], [0.6662, 1.8350, -4.0941], [0.5348, -1.5250, 3.6338], [0.0289, -1.6318, 4.4460], [-0.0671, -1.8517, 2.9507], [-4.3136, 1.1505, -0.4410], [-3.8626, 0.5582, -1.0503], [-5.1958, 1.4040, -0.7115], [-3.3302, -0.8726, -3.3100], [-3.3003, -1.6996, -3.8078], [-2.5435, -0.9556, -2.7535]],
  "forces_ev_per_a": [[-1.288, 0.160, 0.186], [0.948, 0.913, -1.340], [-1.054, -1.303, 0.272], [0.243, 0.547, 0.777], [0.022, -0.171, -0.316], [0.034, 0.867, -0.338], [-1.718, 1.387, 0.001], [0.216, 0.224, 0.025], [-0.010, -0.009, 0.086], [0.051, -0.188, 0.051], [0.587, -0.054, -0.084], [-0.020, -0.421, 0.067], [0.262, 0.733, 0.379], [0.028, -0.043, -0.579], [-0.249, -0.317, -0.051], [-0.065, 0.007, -0.107], [0.170, -0.850, 0.330], [0.614, -1.341, 0.161], [0.767, -0.052, -0.812], [0.331, -0.378, -0.194], [-0.108, -0.062, 0.056], [0.011, 0.431, 0.933], [-0.144, -0.116, -0.112], [0.235, 0.225, 0.008], [-0.255, -0.277, -0.728], [0.350, 0.366, 0.179], [-0.032, 0.007, 0.565], [-0.100, -0.507, 0.840], [0.428, 0.035, -0.516], [-0.569, 0.264, -0.619], [-0.313, -0.031, 0.277], [-0.065, -0.107, -0.053], [0.206, 0.083, 0.011], [-0.169, -0.326, 0.224], [0.096, 0.107, -0.014], [0.001, 0.139, -0.243], [-0.791, 0.759, -0.268], [0.521, -0.156, 0.280], [0.145, -0.612, 0.157], [0.165, -0.267, 0.718], [0.050, -0.029, -0.390], [0.171, 0.383, -0.159], [0.210, -0.015, 0.180], [-0.069, 0.023, -0.039], [-0.162, 0.007, -0.149], [-0.225, 0.092, 0.114], [0.129, 0.106, 0.070], [0.220, -0.157, 0.000], [0.721, 0.293, 1.026], [-0.707, -0.004, -0.365], [0.084, -0.364, -0.585], [0.225, -0.139, 0.174], [-0.101, 0.175, 0.023], [-0.025, -0.037, -0.108]],
  "de_lowest_kcal_mol": 75.5,
  "smiles": "C[C@H](NCO)[C@@H](C)O.O.O.O.O.O.O.O.O.O.O.O",
  "lumo_energy_ev": 0.094
}

No. 2
{
  "formula": "C5H35O16",
  "method": "ωB97M-V with the def2-TZVPD basis set",
  "elements": ["O", "C", "O", "C", "C", "C", "C", "O", "H", "H", "H", "H", "H", "H", "H", "H", "H", "H", "H", "O", "H", "H", "O", "H", "H", "O", "H", "H", "O", "H", "H", "O", "H", "H", "O", "H", "H", "O", "H", "H", "O", "H", "H", "O", "H", "H", "O", "H", "H", "O", "H", "H", "O", "H", "H", "O"],
  "xyz": [[-1.5852, 0.1864, 1.3258], [-1.3045, -0.9872, 0.9849], [-0.7810, -1.8228, 1.7507], [-1.4590, -1.3693, -0.4864], [-1.0119, -0.2211, -1.3706], [-0.7606, -0.6546, -2.7693], [-0.5278, 0.5446, -3.6595], [-1.2874, 1.7143, -3.2914], [-0.8061, -2.1909, -0.7249], [-2.5108, -1.5208, -0.5569], [-1.7556, 0.5801, -1.2290], [-0.1731, 0.3919, -0.9919], [-1.4883, -1.3558, -3.1610], [0.3129, -1.1417, -2.7326], [0.5219, 0.9336, -3.6369], [-0.9137, 0.2412, -4.5997], [-2.1526, 1.4340, -2.9182], [2.1307, -2.1321, 1.5630], [2.9241, -1.1821, 2.4960], [2.8383, -1.5583, 1.6411], [-0.8168, -0.0895, 4.3485], [-0.4611, -1.2459, 3.4591], [-0.2127, -0.8147, 4.2301], [-1.6038, 0.6924, 2.9422], [-1.1891, 2.0133, 3.7621], [-1.7269, 1.2230, 3.8516], [1.5059, 2.9666, -1.2233], [1.8398, 1.6795, -0.5033], [1.7419, 2.6213, -0.3377], [1.3512, -0.4438, -0.2018], [2.7347, -0.2208, 0.3757], [2.2429, -0.0726, -0.4858], [2.0715, -2.7572, -1.8971], [2.6337, -1.2870, -1.7233], [2.5130, -2.0330, -2.3655], [-2.4628, 1.9321, 0.1927], [-3.4256, 1.0324, 0.7149], [-3.4472, 1.7977, 0.1347], [3.3330, -3.7537, 0.3783], [1.8211, -3.8397, 0.4181], [2.5488, -3.8076, -0.2521], [2.6135, 3.9846, 2.0537], [1.2086, 3.4815, 1.5309], [1.7151, 4.1662, 2.0447], [-3.8384, 1.5363, -1.7900], [-3.5951, 0.1474, -2.2136], [-3.8428, 0.9882, -2.6055], [-0.0780, -3.2155, 1.1760], [-0.4571, -4.6667, 1.4460], [0.0648, -4.1245, 0.8134], [-0.4894, 3.0418, -2.5859], [-0.0236, 3.8465, -1.4619], [0.2035, 3.7168, -2.4317], [1.2730, 0.0132, 3.7339], [1.9263, 1.2508, 3.3038], [2.1176, 0.3511, 3.5345]],
  "forces_ev_per_a": [[-0.598, 0.220, 0.240], [1.221, 0.158, -0.297], [0.137, -0.537, 0.459], [1.359, 1.339, 1.075], [-0.992, 1.384, 1.242], [3.302, -0.094, 0.339], [-0.121, 1.287, 0.561], [-0.410, -0.292, 0.294], [-0.428, -0.925, 0.137], [-0.863, -0.745, -0.773], [-0.121, -0.509, -0.607], [0.190, -0.837, 0.021], [-0.193, -0.078, -0.053], [-2.195, 0.156, -0.299], [-0.775, -0.804, -0.364], [0.488, 0.020, -1.518], [0.227, 0.205, -0.684], [-2.288, -1.529, 0.248], [-0.545, 0.653, 1.504], [2.940, 0.986, -1.452], [-0.677, 0.789, 0.262], [-0.916, -1.483, -2.731], [2.004, 0.089, 2.901], [-0.427, 1.576, 1.462], [0.041, 0.074, -0.124], [-0.157, -0.956, -1.830], [0.192, -0.033, 0.388], [0.278, -0.630, 0.140], [-0.312, 0.651, -0.473], [1.490, 0.626, -0.701], [-0.394, -0.134, -1.060], [-1.176, -0.479, 1.791], [0.556, 0.346, 0.231], [-0.271, -1.065, -0.459], [-0.113, 0.671, -0.259], [-1.163, 0.230, -0.258], [-0.425, -0.478, 0.314], [1.498, 0.456, -0.115], [-1.138, 0.087, -1.604], [0.058, -0.579, -1.023], [1.027, -0.067, 2.574], [2.380, -0.957, -0.447], [1.501, 0.869, 0.314], [-3.817, 0.145, 0.122], [-0.266, -0.065, -0.175], [-0.091, -0.459, -0.133], [-0.020, 0.365, 0.600], [-0.606, 0.066, -0.111], [0.636, 0.431, -0.708], [-0.339, -0.556, 0.930], [0.207, -0.349, -1.021], [0.663, 0.433, -1.511], [-0.794, 0.266, 2.477], [-2.359, -1.416, 0.830], [0.197, 0.817, -0.294], [2.398, 0.660, -0.374]],
  "de_lowest_kcal_mol": 41.4,
  "total_charge": -1,
  "lumo_energy_ev": 2.585
}

No. 3
{
  "formula": "C5H36N2O11",
  "method": "ωB97M-V with the def2-TZVPD basis set",
  "elements": ["C", "C", "C", "N", "C", "C", "N", "H", "H", "H", "H", "H", "H", "H", "H", "H", "H", "H", "H", "H", "H", "O", "H", "H", "O", "H", "H", "O", "H", "H", "O", "H", "H", "O", "H", "H", "O", "H", "H", "O", "H", "H", "O", "H", "H", "O", "H", "H", "O", "H", "H", "O", "H", "H"],
  "xyz": [[-0.2593, -1.6533, 0.9047], [0.5978, -1.1481, -0.2646], [1.5830, -2.2623, -0.5726], [1.2666, 0.1141, -0.0588], [0.6172, 1.4047, -0.3471], [1.5601, 2.4991, 0.0790], [2.0111, 2.3838, 1.5158], [-0.4570, -2.7232, 0.9691], [0.0905, -1.2551, 1.8179], [-1.2261, -1.0972, 0.8700], [0.0015, -0.8969, -1.1720], [2.4166, -1.9615, -1.2390], [2.0354, -2.5358, 0.4288], [1.1490, -3.1775, -0.9277], [1.6853, 0.0725, 0.8499], [0.5239, 1.4221, -1.4988], [-0.3914, 1.6563, -0.0734], [1.3268, 3.4660, -0.2788], [2.5399, 2.3581, -0.4790], [2.9334, 2.7977, 1.5587], [1.3070, 2.8554, 2.0568], [-3.3449, -1.5902, 0.0846], [-3.1106, -1.7641, 1.0031], [-3.2422, -0.6356, 0.0090], [0.4257, -0.2941, -3.7077], [1.2942, -0.1827, -4.1478], [0.0820, -1.2012, -3.8856], [3.8970, -1.2156, 1.8761], [3.1286, -1.6579, 2.2608], [4.4875, -1.1268, 2.6690], [-0.3793, 0.7588, 4.3287], [-0.3914, 0.5845, 5.2691], [0.4183, 0.3127, 3.9931], [-2.5692, 0.1032, -2.6439], [-1.9288, -0.2860, -3.2873], [-2.7263, -0.7012, -2.0881], [-3.3784, 2.4861, -1.7769], [-2.6103, 2.7410, -1.2617], [-3.0957, 1.7287, -2.3473], [-0.4783, -2.5818, -3.1567], [0.2531, -2.7406, -2.5111], [-0.2765, -3.1296, -3.9147], [-2.6514, -0.0478, 2.4166], [-3.5770, 0.1397, 2.5541], [-2.1262, 0.5183, 2.9801], [-4.0249, 1.9194, 0.7309], [-4.6394, 1.8696, -0.0345], [-3.2862, 1.3945, 0.4187], [2.7123, 0.7022, -2.9210], [2.1942, 1.5035, -3.1277], [2.4051, 0.3939, -2.0677], [1.8502, -0.2636, 3.0964], [2.2125, 0.4918, 2.5895], [1.1651, -0.5482, 2.4610]],
  "forces_ev_per_a": [[-2.102, 1.702, -1.181], [-1.027, -0.320, -1.643], [1.920, 0.573, 1.150], [-0.033, 0.132, 0.463], [0.846, -0.427, -2.526], [3.451, -1.525, -0.216], [-0.965, -0.235, -1.596], [0.206, 0.126, -0.121], [0.566, -0.320, 1.098], [0.629, -0.800, -0.082], [-0.127, -0.780, 0.519], [-0.501, -0.089, 0.299], [-0.098, 0.096, -1.152], [-0.526, -0.473, -0.179], [0.508, 0.703, 0.046], [0.177, 0.183, 1.506], [-0.799, -0.594, 1.078], [-1.103, 1.249, 0.213], [-1.046, -0.325, 0.367], [-0.302, 0.308, 0.506], [0.314, 0.378, 0.739], [-0.211, -0.056, -0.382], [0.011, 0.077, -0.003], [-0.134, -0.045, 0.214], [0.049, -0.016, -0.895], [-0.703, -0.213, 0.543], [0.532, 0.957, 0.298], [1.280, -0.357, 0.927], [0.129, 0.244, -0.044], [-0.715, -0.047, -1.185], [-0.264, 0.085, -0.269], [-0.070, -0.029, 0.221], [0.145, 0.205, 0.158], [0.781, -2.285, -0.184], [-0.410, 0.895, 0.463], [-0.141, 0.963, -0.373], [-0.046, -0.365, -0.910], [0.056, 0.028, -0.060], [-0.082, 0.690, 0.653], [0.361, -0.706, 0.803], [-0.811, 0.232, -0.710], [-0.010, -0.527, -0.155], [0.194, -0.702, -0.569], [-0.307, 0.479, 0.145], [0.214, 0.255, 0.568], [-1.004, -0.343, -0.139], [0.670, 0.380, 0.589], [0.239, 0.062, 0.121], [0.475, 0.940, -0.766], [0.349, -0.619, 0.350], [-0.326, -0.103, 0.577], [-0.872, 0.248, -0.368], [0.216, 0.213, 0.429], [0.418, -0.099, 0.667]],
  "de_lowest_kcal_mol": 66.6,
  "smiles": "CC(C)NCCN.O.O.O.O.O.O.O.O.O.O.O",
  "lumo_energy_ev": 0.240
}

No. 4
{
  "formula": "C5H36N2O12",
  "method": "ωB97M-V with the def2-TZVPD basis set",
  "elements": ["N", "C", "C", "C", "C", "N", "C", "O", "H", "H", "H", "H", "H", "H", "H", "H", "H", "H", "H", "H", "H", "H", "O", "H", "H", "O", "H", "H", "O", "H", "H", "O", "H", "H", "O", "H", "H", "O", "H", "H", "O", "H", "H", "O", "H", "H", "O", "H", "H", "O", "H", "H", "O", "H", "H"],
  "xyz": [[-1.2213, 2.0182, -1.0030], [-0.8863, 2.7380, 0.2118], [-0.4136, 2.0437, 1.4994], [0.0866, 0.5476, 1.3556], [-1.0640, -0.4113, 1.2240], [-1.1749, -1.0921, -0.0926], [-1.1032, -1.4660, 2.4812], [-0.5612, -0.9318, 3.6589], [-1.3171, 1.0237, -0.7646], [-1.9402, 2.4657, -1.5370], [0.0389, 3.3555, -0.0222], [-1.6858, 3.4651, 0.5719], [-1.2367, 1.9333, 2.3081], [0.3597, 2.7214, 1.9574], [0.6846, 0.5583, 2.3125], [0.7638, 0.4714, 0.4878], [-2.0402, 0.2221, 1.3208], [-1.7740, -1.9554, 0.0650], [-0.2715, -1.4193, -0.3129], [-0.4083, -2.2897, 2.1938], [-2.1907, -1.6344, 2.6381], [-0.9672, -0.1448, 3.9992], [-3.8400, 0.0369, -0.9859], [-3.5145, 0.7358, -1.5607], [-3.5820, -0.8112, -1.4098], [-4.1545, -0.1470, 2.2397], [-3.4067, 0.5063, 2.3932], [-3.9387, -0.1943, 1.2800], [3.1508, 0.5561, 2.2726], [3.7082, 1.2553, 1.8871], [3.5483, -0.3035, 2.3372], [0.8179, -0.5874, -3.6839], [0.8484, 0.3108, -3.2061], [0.5490, -0.2924, -4.5669], [2.7467, 3.1168, 0.4729], [2.3144, 3.9336, 0.2067], [2.3512, 2.3751, 0.0450], [1.2711, 1.5021, -2.3883], [1.8010, 0.9629, -1.7139], [0.6058, 1.7811, -1.7388], [3.0153, -0.4275, -0.8287], [3.9209, -0.4488, -1.1102], [2.9373, -0.4971, 0.1513], [-1.9824, -0.1572, -2.9060], [-2.1651, -0.9914, -3.3370], [-0.9838, -0.0452, -2.8302], [2.0270, -2.5745, -2.2584], [1.5373, -2.0401, -2.9080], [2.1999, -1.8616, -1.6043], [0.2519, -3.4509, -0.4612], [0.5300, -4.3605, -0.4688], [0.6524, -3.1314, -1.3700], [2.0460, -2.1720, 1.1350], [1.4040, -1.9376, 1.8046], [1.6552, -2.8601, 0.5585]],
  "forces_ev_per_a": [[1.137, -1.106, 1.370], [0.758, 2.844, 0.876], [-0.894, -1.194, 0.940], [1.025, 2.556, 0.538], [-2.069, -0.422, 1.347], [-1.544, -0.075, 1.750], [-0.234, 1.869, -1.559], [1.140, -0.750, 0.456], [-0.896, 0.295, -0.788], [-0.387, -0.364, -0.092], [-1.170, -0.094, 0.020], [0.815, -0.677, -0.862], [0.974, 0.494, -1.319], [-0.602, -0.909, -0.431], [-0.447, -1.315, -1.207], [0.026, -0.121, 0.368], [1.802, -1.092, -0.218], [1.081, 1.374, -0.508], [1.059, -0.709, -0.256], [-1.234, 0.080, 0.336], [0.784, -0.936, -0.323], [-0.697, 0.449, -0.131], [-0.659, -0.819, 0.360], [0.201, -0.446, -0.128], [0.040, 1.282, 0.351], [2.081, 1.478, -0.874], [-1.540, -0.898, 0.696], [-1.039, -0.491, 0.140], [-0.799, 1.107, -0.261], [0.071, -0.807, 0.313], [0.824, -0.283, -0.110], [-0.655, 0.984, -0.421], [0.540, -0.854, -0.214], [0.143, -0.542, 0.030], [0.910, 0.707, 0.891], [-0.129, -0.309, -0.220], [-0.642, -0.469, -0.629], [1.387, -0.687, 2.442], [0.045, 0.470, -1.612], [-1.375, 0.679, -0.486], [-1.178, 0.570, 0.605], [0.736, -0.014, 0.088], [0.240, -0.237, -0.658], [1.419, 0.928, -0.055], [0.446, -0.210, -0.205], [-1.976, -0.831, -0.343], [-0.587, 0.489, 0.336], [0.139, -0.093, -0.525], [0.500, -0.440, -0.119], [0.573, 0.520, -1.952], [-0.006, -0.834, 0.085], [-0.372, -0.576, 1.815], [0.813, 0.065, -0.125], [-0.230, -0.088, 0.100], [-0.347, 0.454, 0.382]],
  "de_lowest_kcal_mol": 74.0,
  "smiles": "NCCC[C@@H](N)CO.O.O.O.O.O.O.O.O.O.O.O",
  "lumo_energy_ev": 0.188
}